This record from the OMol25 dataset describes C5H8O as an isolated structure. The level of theory is ωB97M-V/def2-TZVPD.

CARTESIAN COORDINATES (ANGSTROEM)
C1 0.60 -1.60 -0.67
C2 -0.31 -0.98 0.36
O1 0.39 -0.16 1.33
C3 -0.52 0.88 0.96
C4 0.03 1.69 -0.25
C5 -1.37 0.07 0.06
H1 1.28 -2.30 -0.18
H2 1.20 -0.82 -1.16
H3 0.02 -2.13 -1.44
H4 -0.91 -1.75 0.89
H5 -0.86 1.51 1.79
H6 -0.39 2.69 -0.26
H7 1.12 1.68 -0.21
H8 -0.28 1.22 -1.20

Output
electronic energy = -270.38455 Ha
lowest unoccupied orbital energy = 0.4 eV
frontier orbital gap = 9.34 eV
highest occupied orbital energy = -8.96 eV
charge = 0

***

This record from the OMol25 dataset describes C17H12NNiO5S as an isolated structure at a distorted geometry. The level of theory is ωB97M-V/def2-TZVPD.

CARTESIAN COORDINATES (ANGSTROEM)
O1 3.44 1.47 -4.05
C1 3.48 2.59 -3.87
Ni1 -0.49 2.82 -0.85
O2 1.62 3.36 0.79
C2 0.74 3.42 0.04
C3 -1.83 3.39 0.24
O3 -2.77 3.44 0.93
C4 -1.50 3.93 -3.16
O4 -1.87 3.99 -4.19
C5 -0.78 4.52 -1.87
O5 -0.53 5.67 -1.84
H1 -1.31 1.39 -1.35
N1 -0.20 1.08 -0.14
S1 -0.28 -0.50 -0.69
C6 1.29 -1.18 -0.16
C7 2.15 -1.66 -1.16
C8 3.37 -2.24 -0.79
C9 3.72 -2.31 0.56
C10 2.86 -1.81 1.55
C11 1.64 -1.24 1.19
C12 -1.44 -1.26 0.46
C13 -2.51 -0.51 0.96
C14 -3.39 -1.10 1.88
C15 -3.21 -2.44 2.26
C16 -2.18 -3.19 1.71
C17 -1.30 -2.61 0.79
H2 -0.06 1.00 0.86
H3 1.84 -1.58 -2.20
H4 4.03 -2.63 -1.56
H5 4.67 -2.77 0.85
H6 3.14 -1.86 2.60
H7 0.95 -0.88 1.95
H8 -2.65 0.52 0.65
H9 -4.20 -0.51 2.30
H10 -3.89 -2.89 2.98
H11 -2.04 -4.24 1.99
H12 -0.49 -3.19 0.35

Output
electronic energy = -2991.91469 Ha
2S+1 = 3
lowest unoccupied orbital energy (spin up / spin down) = -4.4 / -4.8 eV
frontier orbital gap (spin up / spin down) = 5.80 / 6.89 eV
highest occupied orbital energy (spin up / spin down) = -10.20 / -11.71 eV
charge = +1

***

This record from the OMol25 dataset describes a 8-piece molecular cluster, C50H89FN3O28P2 overall at a distorted geometry. The level of theory is ωB97M-V/def2-TZVPD.

CARTESIAN COORDINATES (ANGSTROEM)
C1 -1.30 -5.89 1.05
C2 -1.11 -4.68 0.14
O1 -0.75 -3.47 0.80
C3 -1.73 -2.60 1.27
P1 -3.13 -3.26 2.38
C4 -4.14 -4.44 1.42
O2 -2.32 -4.22 3.44
N1 -0.88 -1.69 2.17
C5 0.03 -2.40 3.13
C6 1.47 -2.03 2.78
C7 2.41 -2.17 3.99
P2 3.59 -0.82 4.15
O3 4.15 -0.84 5.50
O4 2.65 0.44 3.94
C8 2.56 1.18 2.71
C9 1.16 1.79 2.63
O5 4.64 -0.82 2.98
C10 5.14 -2.07 2.43
C11 5.96 -2.85 3.43
C12 -1.59 -0.48 2.76
N2 -2.14 -0.62 4.08
C13 -2.64 0.08 1.76
F1 -3.90 -0.21 2.18
O6 -2.40 -0.29 0.47
C14 -2.19 -1.63 0.08
C15 -3.40 -2.09 -0.76
C16 -4.75 -1.54 -0.39
N3 -5.12 -0.44 -0.88
O7 -1.10 -1.65 -0.79
C17 -0.39 -0.45 -1.11
C18 0.79 -0.86 -2.00
C19 2.10 -0.86 -1.22
C20 0.81 -0.01 -3.30
C21 2.22 0.16 -3.88
C22 -0.06 -0.68 -4.36
H1 -0.89 -5.67 2.03
H2 -2.33 -6.23 1.11
H3 -0.72 -6.72 0.65
H4 -0.26 -4.89 -0.50
H5 -1.94 -4.56 -0.56
H6 -3.70 -4.82 0.51
H7 -5.10 -3.98 1.22
H8 -4.34 -5.30 2.06
H9 -2.80 -5.04 3.61
H10 -0.24 -1.28 1.48
H11 -0.13 -2.05 4.15
H12 -0.12 -3.47 3.13
H13 1.85 -2.63 1.95
H14 1.47 -0.98 2.47
H15 1.89 -2.14 4.94
H16 2.92 -3.13 3.93
H17 3.32 1.97 2.71
H18 2.74 0.54 1.85
H19 0.65 1.61 3.57
H20 0.58 1.31 1.84
H21 1.20 2.85 2.42
H22 5.79 -1.77 1.61
H23 4.33 -2.64 1.98
H24 5.38 -3.57 4.01
H25 6.71 -3.42 2.88
H26 6.46 -2.17 4.12
H27 -0.81 0.28 2.83
H28 -2.20 -1.57 4.43
H29 -1.57 -0.11 4.75
H30 -2.53 1.16 1.80
H31 -3.47 -3.17 -0.84
H32 -3.19 -1.71 -1.75
H33 -5.41 -2.10 0.27
H34 -6.06 -0.20 -0.56
H35 0.02 0.03 -0.21
H36 -1.02 0.26 -1.64
H37 0.59 -1.88 -2.33
H38 2.89 -1.35 -1.77
H39 1.98 -1.40 -0.27
H40 2.43 0.16 -1.03
H41 0.43 0.99 -3.08
H42 2.88 0.74 -3.24
H43 2.15 0.70 -4.82
H44 2.66 -0.81 -4.10
H45 -1.13 -0.57 -4.16
H46 0.15 -0.24 -5.34
H47 0.19 -1.73 -4.43
C23 2.62 6.09 -2.65
C24 1.39 5.87 -1.82
C25 1.42 6.51 -0.45
O8 0.57 5.64 0.32
C26 0.62 4.42 -0.26
O9 0.17 3.43 0.24
O10 1.23 4.47 -1.45
H48 2.51 5.66 -3.65
H49 2.82 7.16 -2.76
H50 3.49 5.62 -2.18
H51 0.50 6.17 -2.37
H52 1.02 7.52 -0.43
H53 2.42 6.51 -0.01
C27 3.86 -7.71 -1.19
C28 4.25 -6.86 -0.01
C29 3.47 -5.57 0.14
O11 4.42 -4.72 0.79
C30 5.67 -5.16 0.46
O12 6.67 -4.56 0.68
O13 5.59 -6.36 -0.15
H54 4.41 -8.65 -1.19
H55 2.80 -7.95 -1.17
H56 4.09 -7.20 -2.13
H57 4.21 -7.45 0.91
H58 2.57 -5.67 0.75
H59 3.21 -5.12 -0.83
C31 -5.20 -9.78 0.56
C32 -4.34 -8.92 -0.33
C33 -4.17 -9.42 -1.75
O14 -2.88 -8.89 -2.10
C34 -2.18 -8.75 -0.96
O15 -1.01 -8.51 -0.92
O16 -2.97 -8.90 0.12
H60 -5.33 -9.33 1.54
H61 -6.18 -9.93 0.11
H62 -4.73 -10.76 0.71
H63 -4.70 -7.89 -0.32
H64 -4.93 -9.04 -2.44
H65 -4.13 -10.51 -1.81
C35 -10.79 -2.25 1.82
C36 -9.48 -2.98 1.97
C37 -8.32 -2.39 1.20
O17 -7.50 -3.56 0.95
C38 -8.33 -4.64 0.94
O18 -8.00 -5.72 0.58
O19 -9.55 -4.30 1.39
H66 -11.55 -2.69 2.45
H67 -10.67 -1.20 2.10
H68 -11.14 -2.30 0.79
H69 -9.23 -3.10 3.03
H70 -7.75 -1.66 1.77
H71 -8.62 -1.97 0.24
C39 -1.43 4.78 3.02
C40 -2.18 4.62 4.32
C41 -3.45 3.79 4.23
O20 -4.25 4.35 5.28
C42 -3.85 5.63 5.47
O21 -4.43 6.43 6.13
O22 -2.70 5.87 4.78
H72 -0.49 5.32 3.18
H73 -1.19 3.81 2.59
H74 -2.02 5.35 2.31
H75 -1.52 4.22 5.10
H76 -3.29 2.73 4.40
H77 -3.98 3.93 3.28
C43 3.80 10.81 -5.79
C44 2.93 9.68 -6.27
C45 1.58 9.57 -5.59
O23 1.31 8.16 -5.68
C46 2.50 7.52 -5.77
O24 2.63 6.34 -5.67
O25 3.51 8.40 -5.96
H78 4.71 10.88 -6.38
H79 3.27 11.76 -5.88
H80 4.08 10.66 -4.75
H81 2.80 9.73 -7.36
H82 0.80 10.14 -6.07
H83 1.64 9.84 -4.53
C47 7.87 9.89 -4.61
C48 7.26 9.31 -3.36
C49 7.21 7.80 -3.31
O26 6.06 7.56 -2.48
C50 5.24 8.62 -2.61
O27 4.12 8.65 -2.21
O28 5.86 9.63 -3.26
H84 7.93 10.98 -4.54
H85 8.87 9.50 -4.77
H86 7.25 9.65 -5.48
H87 7.76 9.71 -2.48
H88 8.10 7.35 -2.87
H89 7.03 7.35 -4.29

Output
electronic energy = -5012.09517 Ha
lowest unoccupied orbital energy = -1.8 eV
frontier orbital gap = 9.66 eV
highest occupied orbital energy = -11.49 eV
charge = +1

***

This record from the OMol25 dataset describes C12H17BN6OPd as an isolated structure at a distorted geometry. The level of theory is ωB97M-V/def2-TZVPD.

CARTESIAN COORDINATES (ANGSTROEM)
H1 -0.15 2.89 0.87
N1 0.22 1.69 -0.85
B1 0.83 0.84 -3.21
N2 0.65 1.97 -2.14
C1 0.78 3.31 -2.27
Pd1 -0.42 -0.29 -0.26
H2 1.06 3.74 -3.21
C2 0.49 3.90 -1.04
H3 0.52 4.95 -0.80
C3 0.15 2.84 -0.17
H4 1.30 1.26 -4.22
C4 -2.28 -2.89 1.37
H5 -2.67 -2.98 2.39
H6 -1.33 -3.43 1.30
H7 -3.00 -3.34 0.69
N3 -0.59 0.23 -3.37
N4 1.69 -0.31 -2.59
N5 -1.29 -0.29 -2.28
N6 1.36 -0.83 -1.34
C5 -1.35 0.12 -4.47
C6 2.75 -1.01 -3.07
H8 -0.97 0.48 -5.41
H9 3.12 -0.82 -4.06
C7 -2.56 -0.47 -4.11
C8 3.14 -1.93 -2.09
C9 -2.49 -0.70 -2.72
C10 2.24 -1.78 -1.03
H10 -3.37 -0.69 -4.77
H11 3.96 -2.62 -2.11
H12 -3.25 -1.11 -2.07
H13 2.21 -2.27 -0.07
H14 -2.15 -1.82 1.09
C11 -0.26 0.05 2.62
C12 0.40 -0.62 1.46
O1 1.38 -1.35 1.57
H15 -0.72 0.99 2.31
H16 0.52 0.20 3.38
H17 -1.04 -0.65 2.99

Output
electronic energy = -1023.96190 Ha
2S+1 = 3
lowest unoccupied orbital energy (spin up / spin down) = 0.8 / -0.8 eV
frontier orbital gap (spin up / spin down) = 7.73 / 7.70 eV
highest occupied orbital energy (spin up / spin down) = -6.92 / -8.45 eV
charge = 0

***

This record from the OMol25 dataset describes a 18-piece molecular cluster, C70H106Br2O51 overall at a distorted geometry. The level of theory is ωB97M-V/def2-TZVPD.

CARTESIAN COORDINATES (ANGSTROEM)
Br1 -0.54 1.70 0.16
C1 -0.49 -0.26 0.32
C2 0.81 -0.82 -0.30
Br2 0.89 -0.36 -2.24
H1 -1.27 -0.68 -0.31
H2 -0.65 -0.54 1.36
H3 0.81 -1.89 -0.10
H4 1.66 -0.34 0.19
C3 -1.21 8.89 -0.84
C4 -1.19 8.04 0.41
C5 -1.72 6.61 0.22
O1 -0.61 5.76 0.63
C6 0.41 6.53 1.00
O2 1.56 6.13 1.30
O3 0.09 7.84 0.85
H5 -1.18 9.96 -0.59
H6 -2.17 8.77 -1.34
H7 -0.35 8.76 -1.50
H8 -1.81 8.55 1.14
H9 -2.01 6.45 -0.82
H10 -2.60 6.50 0.85
C7 1.80 -3.11 -6.12
C8 1.29 -1.70 -6.49
C9 1.93 -0.98 -7.67
O4 0.88 -0.97 -8.63
C10 -0.29 -1.33 -8.05
O5 -1.41 -1.38 -8.59
O6 -0.05 -1.78 -6.83
H11 1.20 -3.56 -5.34
H12 2.83 -3.22 -5.77
H13 1.63 -3.81 -6.94
H14 1.22 -1.02 -5.64
H15 2.81 -1.47 -8.10
H16 2.24 0.06 -7.51
C11 -5.37 6.03 4.43
C12 -5.91 5.15 3.30
C13 -6.68 5.98 2.24
O7 -5.91 5.78 1.05
C14 -4.88 4.92 1.25
O8 -4.08 4.61 0.41
O9 -4.83 4.57 2.59
H17 -4.64 6.74 4.03
H18 -4.94 5.48 5.26
H19 -6.20 6.63 4.81
H20 -6.51 4.31 3.64
H21 -6.71 7.04 2.45
H22 -7.68 5.56 2.14
C15 -3.71 -3.36 -0.96
C16 -3.90 -3.15 0.56
C17 -4.49 -4.35 1.26
O10 -3.78 -4.44 2.44
C18 -2.73 -3.58 2.46
O11 -1.94 -3.41 3.38
O12 -2.75 -2.90 1.27
H23 -3.11 -4.26 -1.12
H24 -3.06 -2.58 -1.32
H25 -4.65 -3.28 -1.51
H26 -4.61 -2.33 0.57
H27 -4.44 -5.25 0.65
H28 -5.47 -4.15 1.71
C19 0.55 3.23 -3.52
C20 1.44 4.24 -2.73
C21 1.92 3.78 -1.36
O13 3.29 3.82 -1.44
C22 3.66 4.38 -2.56
O14 4.81 4.65 -2.82
O15 2.64 4.51 -3.40
H29 -0.42 2.99 -3.07
H30 1.04 2.27 -3.66
H31 0.39 3.57 -4.54
H32 0.99 5.23 -2.68
H33 1.56 2.79 -1.08
H34 1.56 4.54 -0.67
C23 0.34 -7.34 1.43
C24 0.67 -5.85 1.11
C25 1.96 -5.65 0.41
O16 1.70 -4.61 -0.44
C26 0.40 -4.54 -0.70
O17 -0.13 -3.87 -1.52
O18 -0.24 -5.37 0.17
H35 1.06 -7.72 2.15
H36 0.36 -7.98 0.54
H37 -0.64 -7.57 1.85
H38 0.51 -5.18 1.96
H39 2.21 -6.54 -0.16
H40 2.75 -5.41 1.13
C27 2.05 -8.52 -2.65
C28 1.27 -7.35 -3.29
C29 2.15 -6.12 -3.53
O19 1.96 -5.89 -4.90
C30 1.26 -6.79 -5.50
O20 1.08 -6.81 -6.74
O21 0.90 -7.72 -4.59
H41 3.00 -8.63 -3.16
H42 1.61 -9.50 -2.85
H43 2.26 -8.50 -1.58
H44 0.45 -7.00 -2.66
H45 3.21 -6.33 -3.39
H46 1.86 -5.30 -2.87
C31 -3.88 2.87 -4.47
C32 -3.96 2.56 -3.00
C33 -5.38 2.71 -2.41
O22 -5.60 1.41 -1.70
C34 -4.70 0.56 -2.08
O23 -4.76 -0.67 -1.84
O24 -3.76 1.16 -2.78
H47 -4.71 2.35 -4.96
H48 -3.03 2.41 -4.97
H49 -3.84 3.95 -4.57
H50 -3.23 3.11 -2.39
H51 -6.04 2.83 -3.26
H52 -5.61 3.50 -1.69
C35 -3.42 0.91 2.44
C36 -4.77 0.53 3.05
C37 -6.08 0.94 2.38
O25 -6.73 -0.32 2.39
C38 -6.04 -1.37 2.96
O26 -6.53 -2.45 3.15
O27 -4.85 -0.87 3.34
H53 -2.61 0.70 3.14
H54 -3.48 1.96 2.17
H55 -3.33 0.31 1.53
H56 -4.80 1.06 4.00
H57 -5.82 1.44 1.44
H58 -6.63 1.72 2.91
C39 4.21 1.82 0.87
C40 4.02 2.17 2.38
C41 3.16 3.38 2.55
O28 1.97 2.95 3.18
C42 1.95 1.67 3.33
O29 0.96 1.12 3.78
O30 3.18 1.18 2.95
H59 3.23 1.99 0.43
H60 4.67 0.85 0.71
H61 4.88 2.51 0.35
H62 4.97 2.16 2.92
H63 2.99 3.89 1.60
H64 3.68 4.18 3.09
C43 -3.99 -2.69 6.57
C44 -2.96 -1.74 7.19
C45 -2.00 -1.20 6.11
O31 -2.49 0.12 5.84
C46 -3.47 0.49 6.72
O32 -4.09 1.51 6.69
O33 -3.58 -0.55 7.65
H65 -4.70 -3.05 7.32
H66 -3.47 -3.54 6.14
H67 -4.59 -2.32 5.74
H68 -2.37 -2.20 7.99
H69 -1.91 -1.82 5.21
H70 -1.00 -1.06 6.51
C47 2.20 -1.63 5.63
C48 2.43 -2.61 4.47
C49 1.24 -2.93 3.62
O34 1.74 -2.91 2.31
C50 2.88 -2.14 2.33
O35 3.57 -1.83 1.35
O36 3.27 -1.89 3.63
H71 1.73 -0.69 5.34
H72 3.09 -1.37 6.20
H73 1.44 -2.03 6.31
H74 2.86 -3.58 4.70
H75 0.44 -2.21 3.77
H76 0.93 -3.96 3.80
C51 6.40 -0.39 2.55
C52 6.88 -0.63 4.02
C53 6.19 0.27 5.03
O37 5.90 -0.70 6.01
C54 5.92 -1.94 5.52
O38 5.52 -2.97 6.07
O39 6.48 -1.91 4.38
H77 6.68 -1.15 1.81
H78 6.60 0.63 2.23
H79 5.31 -0.43 2.57
H80 7.96 -0.55 4.12
H81 5.33 0.78 4.61
H82 6.93 0.98 5.43
C55 6.20 -1.34 -0.97
C56 5.18 -2.45 -1.40
C57 3.86 -1.90 -1.96
O40 3.81 -2.49 -3.21
C58 5.00 -3.10 -3.41
O41 5.32 -3.69 -4.47
O42 5.81 -3.03 -2.43
H83 5.71 -0.81 -0.15
H84 6.35 -0.58 -1.74
H85 7.17 -1.74 -0.68
H86 5.04 -3.07 -0.51
H87 3.88 -0.81 -1.98
H88 3.03 -2.21 -1.31
C59 -2.68 -4.07 -5.36
C60 -3.09 -2.82 -4.57
C61 -2.02 -1.89 -4.13
O43 -2.16 -0.90 -5.15
C62 -3.32 -0.94 -5.80
O44 -3.81 0.02 -6.42
O45 -3.92 -2.06 -5.45
H89 -3.56 -4.57 -5.77
H90 -2.11 -4.78 -4.77
H91 -2.12 -3.87 -6.27
H92 -3.64 -3.10 -3.67
H93 -1.04 -2.35 -4.22
H94 -2.27 -1.37 -3.20
C63 -1.54 4.21 3.53
C64 -1.82 3.57 4.85
C65 -0.54 3.40 5.73
O46 -0.94 3.91 6.95
C66 -2.06 4.69 6.83
O47 -2.50 5.45 7.73
O48 -2.59 4.47 5.62
H95 -2.25 5.02 3.34
H96 -1.61 3.51 2.69
H97 -0.51 4.57 3.48
H98 -2.38 2.63 4.81
H99 0.36 3.87 5.34
H100 -0.27 2.35 5.85
C67 4.13 1.16 -4.52
C68 4.05 2.23 -5.61
C69 5.40 2.89 -5.91
O49 5.58 2.65 -7.33
C70 4.61 1.92 -7.84
O50 4.54 1.51 -8.98
O51 3.79 1.57 -6.86
H101 4.25 1.68 -3.58
H102 4.97 0.52 -4.80
H103 3.20 0.59 -4.48
H104 3.22 2.92 -5.51
H105 6.22 2.39 -5.39
H106 5.57 3.95 -5.72

Output
electronic energy = -11716.34704 Ha
lowest unoccupied orbital energy = -0.2 eV
frontier orbital gap = 9.79 eV
highest occupied orbital energy = -10.01 eV
charge = 0

***

Question: Look up the electronic energy of the first one.
Answer: -270.38455 Ha